The following is a quantum chemistry calculation of a 2-piece molecular cluster, C4H7NO overall, from OMol25.

Its HOMO energy is -0.339 Eh. The energy relative to the best compared isomer or geometry (same formula, charge and spin) is 686.40 kJ/mol. The value obtained for the total energy is -286.370210 a.u. The LUMO energy is -0.531 eV.

Geometry as ORCA input:
```
! RIJCOSX wB97M-V def2-TZVPD def2/J DEFGRID3
* xyz 0 1
C -0.1677 1.2151 -0.0607
C -0.2687 -0.5834 1.5631
N -0.6734 -0.0736 0.2532
C 0.6666 -0.2072 -2.1547
C 0.4203 -1.0820 -1.3394
O -0.2837 1.6556 -1.2430
H -1.1630 1.3913 0.5799
H 0.7013 1.5337 0.5559
H 0.9313 0.4585 -2.9391
H 0.3631 -2.0555 -0.9124
H 0.5786 -0.0488 2.0106
H 0.0117 -1.6294 1.4348
H -1.1164 -0.5744 2.2518
*
```

The following is a quantum chemistry calculation of a single C5H6FNO molecule in a non-equilibrium geometry, from OMol25.

Its HOMO energy is -0.296 Eh. Its SMILES is C=N/C=C\C=C(\O)F. The energy relative to the best compared isomer or geometry (same formula, charge and spin) is 444.83 kJ/mol. The value obtained for the total energy is -423.850032 a.u. The LUMO energy is 0.647 eV.

Geometry as ORCA input:
```
! RIJCOSX wB97M-V def2-TZVPD def2/J DEFGRID3
* xyz 0 1
C -1.3311 -0.9238 -0.6245
N -1.7749 -0.1457 0.2705
C -1.1778 0.4552 1.2583
C -0.0662 1.1088 1.2141
C 0.9422 0.9723 0.1333
C 1.0275 -0.2538 -0.4959
O 1.6120 -0.4087 -1.7081
F 1.2276 -1.4053 0.2494
H -1.6755 -0.8604 -1.6283
H -0.5273 -1.5656 -0.4497
H -1.8218 0.6682 2.1518
H 0.0339 1.9588 1.8506
H 1.3961 1.6443 -0.6138
H 2.1353 -1.2442 -1.6078
*
```

The following is a quantum chemistry calculation of a single C5H6O2 molecule in a non-equilibrium geometry, from OMol25.

Its HOMO energy is -0.375 Eh. Its SMILES is C#C[C@H](C=O)CO. The energy relative to the best compared isomer or geometry (same formula, charge and spin) is 260.74 kJ/mol. The value obtained for the total energy is -344.502599 a.u. The LUMO energy is 0.729 eV.

Geometry as ORCA input:
```
! RIJCOSX wB97M-V def2-TZVPD def2/J DEFGRID3
* xyz 0 1
C -2.1503 0.0630 -1.4377
C -0.9629 0.1127 -1.2105
C 0.2318 -0.2120 -0.4366
C -0.3877 -1.0411 0.7095
O 0.1096 -1.1878 1.7980
C 1.0413 0.9611 0.1456
O 2.1580 0.4957 0.8561
H -3.1986 -0.0301 -1.5719
H 0.9242 -0.8489 -1.0037
H -1.3894 -1.4434 0.4547
H 0.3751 1.5811 0.7657
H 1.4261 1.5859 -0.6615
H 1.8230 -0.0361 1.5923
*
```

The following is a quantum chemistry calculation of C40H56N2O3PZn as an isolated structure, from OMol25.

Its HOMO energy is -0.105 Eh. The energy relative to the best compared isomer or geometry (same formula, charge and spin) is 0.00 kJ/mol. The value obtained for the total energy is -4013.772966 a.u. The LUMO energy is 2.543 eV.

Geometry as ORCA input:
```
! RIJCOSX wB97M-V def2-TZVPD def2/J DEFGRID3
* xyz -1 1
Zn -0.3818 -0.4359 -0.1047
C -3.3988 -0.2406 1.6161
C -2.9648 -1.2029 2.7250
C -2.6102 -2.6098 2.2240
C -1.8594 -0.6423 3.6094
C -2.2068 -0.4625 4.9446
C -1.2952 -0.0731 5.9133
C -0.0017 0.1904 5.5085
C 0.3919 0.0771 4.1799
C 1.7985 0.5552 3.8402
C 2.0690 1.9781 4.3487
C 2.8895 -0.3735 4.3852
C -0.5167 -0.3993 3.1813
N -0.0803 -0.6275 1.8785
C 1.1453 -1.3151 1.7473
C 1.9120 -1.2688 0.6402
N 1.5696 -0.5099 -0.4925
C 2.5013 -0.4107 -1.5005
C 3.9027 -0.2413 -1.2621
C 4.8021 -0.4733 -2.3027
C 4.4025 -0.7345 -3.5991
C 3.0428 -0.6687 -3.8714
C 2.1003 -0.4879 -2.8724
C 0.6423 -0.4171 -3.3011
C 0.3859 0.8161 -4.1753
C 0.1901 -1.6922 -4.0185
C 4.5666 0.3717 -0.0170
C 3.7283 1.4065 0.7361
C 5.1961 -0.6476 0.9498
H -4.1282 -0.7142 0.9528
H -2.5533 0.0660 1.0126
H -3.8411 0.6618 2.0485
H -3.8347 -1.3204 3.3771
H -1.7030 -2.5960 1.6267
H -3.4149 -3.0166 1.6044
H -2.4540 -3.2765 3.0775
H -3.2288 -0.6740 5.2426
H -1.5914 0.0214 6.9515
H 0.7234 0.5247 6.2449
H 1.8835 0.5824 2.7588
H 2.0822 2.0208 5.4410
H 1.3109 2.6749 3.9944
H 3.0448 2.3177 3.9890
H 2.8529 -0.4069 5.4785
H 3.8803 -0.0183 4.0853
H 2.7674 -1.3902 4.0127
H 1.4306 -1.9857 2.5530
H 2.7779 -1.9183 0.5663
H 5.8643 -0.3783 -2.0899
H 5.1262 -0.9170 -4.3847
H 2.7056 -0.7887 -4.8968
H 0.0196 -0.3106 -2.4233
H 1.0190 0.8072 -5.0667
H 0.6053 1.7312 -3.6172
H -0.6608 0.8470 -4.4965
H 0.6400 -1.7612 -5.0146
H -0.8980 -1.7105 -4.1259
H 0.4833 -2.5731 -3.4452
H 5.4045 0.9365 -0.4333
H 2.9569 0.9243 1.3282
H 3.2429 2.0945 0.0387
H 4.3709 1.9852 1.4077
H 4.4520 -1.0588 1.6341
H 5.9744 -0.1695 1.5531
H 5.6490 -1.4725 0.3956
C -1.5725 -1.6980 -1.0522
C -2.0890 -2.6807 -1.5483
C -2.6720 -3.8565 -2.1220
C -4.0558 -4.0526 -2.1594
C -4.5904 -5.2184 -2.6873
C -3.7592 -6.2077 -3.1942
C -2.3823 -6.0177 -3.1795
C -1.8434 -4.8558 -2.6508
H -4.7056 -3.2797 -1.7687
H -5.6647 -5.3598 -2.7002
H -4.1793 -7.1231 -3.5932
H -1.7281 -6.7808 -3.5827
H -0.7721 -4.7024 -2.6306
C 0.2478 4.7369 -3.2231
C 0.4885 4.2213 -1.8176
O -0.7538 3.8207 -1.2340
P -0.9004 2.3595 -0.4856
O -1.7641 1.4509 -1.4921
C -3.1384 1.6010 -1.8956
C -3.3228 2.6522 -2.9748
O -2.1078 2.7997 0.5149
C -1.8692 3.7366 1.5752
C -0.8770 3.2208 2.6014
H 1.1488 5.2249 -3.6021
H -0.5671 5.4634 -3.2101
H -0.0222 3.9197 -3.8946
H 0.9220 5.0098 -1.1969
H 1.1925 3.3823 -1.8311
H -3.7466 1.8309 -1.0225
H -3.4181 0.6144 -2.2616
H -2.9788 3.6222 -2.6210
H -4.3832 2.7171 -3.2276
H -2.7618 2.3878 -3.8737
H -2.8438 3.9038 2.0331
H -1.5316 4.6847 1.1483
H -1.2098 2.2664 3.0160
H -0.7716 3.9467 3.4102
H 0.1025 3.0606 2.1422
*
```

The following is a quantum chemistry calculation of a 2-piece molecular cluster, H3N3O2P overall in a non-equilibrium geometry, from OMol25.

Its HOMO energy is -0.169 Eh. The energy relative to the best compared isomer or geometry (same formula, charge and spin) is 225.77 kJ/mol. The value obtained for the total energy is -657.952533 a.u. The LUMO energy is 4.636 eV.

Geometry as ORCA input:
```
! RIJCOSX wB97M-V def2-TZVPD def2/J DEFGRID3
* xyz -1 1
N 0.4557 -2.1031 1.4129
N -0.0940 -1.0332 1.7092
N -0.3741 -0.0284 0.9194
O -0.6586 2.6615 -2.0099
O 0.5096 0.6001 -1.5296
P -0.1829 1.3688 -2.5599
H 0.8563 -2.3235 0.4949
H 0.0946 0.2195 0.0051
H -0.6065 0.6384 1.5579
*
```

Question: Among the records above, which one has the lowest LUMO energy?
Answer: C4H7NO

Question: Which of these has the lowest energy relative to the best compared isomer or geometry (same formula, charge and spin)?
Answer: C40H56N2O3PZn

Question: Which value of LUMO energy does entry 5 give?
Answer: 4.636 eV